Record 1
{"formula": "C59H44N7OS3Ti", "method": "ωB97M-V with the def2-TZVPD basis set", "charge": -1, "e_tot_ev": -130000.4775, "lumo_ev": [1.420, 1.421], "gap_ev": [4.63, 4.64], "species": ["Ti", "C", "C", "C", "C", "C", "C", "C", "C", "C", "C", "C", "C", "C", "C", "C", "C", "C", "C", "C", "N", "C", "C", "C", "C", "C", "C", "C", "C", "C", "C", "C", "C", "N", "C", "C", "C", "C", "C", "N", "C", "C", "C", "C", "C", "C", "C", "C", "N", "H", "H", "H", "H", "H", "H", "H", "H", "H", "H", "H", "H", "H", "H", "H", "H", "H", "H", "H", "H", "H", "H", "H", "H", "H", "H", "H", "H", "C", "S", "C", "S", "N", "N", "C", "C", "C", "C", "C", "C", "N", "H", "H", "H", "H", "H", "H", "H", "H", "C", "S", "O", "C", "C", "C", "C", "C", "C", "H", "H", "H", "H", "H", "H", "H", "H"], "coordinates": [[0.061, -0.143, -0.604], [-0.846, -1.491, 7.073], [-0.280, -2.474, 6.269], [-0.103, -2.244, 4.913], [-0.489, -1.035, 4.336], [-1.033, -0.051, 5.152], [-1.214, -0.278, 6.512], [-0.305, -0.833, 2.862], [0.894, -0.284, 2.423], [1.964, 0.082, 3.323], [3.031, 0.362, 2.561], [2.627, 0.186, 1.182], [3.502, 0.274, 0.130], [4.941, 0.548, 0.441], [5.841, -0.511, 0.519], [7.178, -0.282, 0.812], [7.628, 1.015, 1.027], [6.733, 2.073, 0.949], [5.394, 1.844, 0.658], [3.168, 0.049, -1.216], [1.942, -0.305, -1.677], [2.075, -0.408, -3.036], [1.072, -0.819, -3.908], [1.374, -0.818, -5.371], [1.177, 0.330, -6.128], [1.452, 0.334, -7.489], [1.934, -0.812, -8.104], [2.134, -1.963, -7.353], [1.851, -1.967, -5.995], [-0.130, -1.373, -3.493], [-1.098, -1.979, -4.361], [-1.998, -2.598, -3.558], [-1.595, -2.336, -2.205], [-0.480, -1.563, -2.180], [-2.289, -2.806, -1.077], [-2.053, -2.390, 0.218], [-2.786, -2.890, 1.364], [-2.285, -2.282, 2.452], [-1.201, -1.442, 1.998], [-1.107, -1.470, 0.639], [-3.316, -3.862, -1.316], [-4.663, -3.643, -1.039], [-5.608, -4.636, -1.259], [-5.218, -5.867, -1.767], [-3.879, -6.091, -2.062], [-2.939, -5.095, -1.844], [3.411, -0.074, -3.437], [4.099, 0.187, -2.300], [1.295, -0.184, 1.125], [-0.999, -1.673, 8.129], [0.024, -3.420, 6.699], [0.339, -3.006, 4.282], [-1.313, 0.903, 4.725], [-1.650, 0.500, 7.126], [1.886, 0.108, 4.397], [4.016, 0.660, 2.880], [5.484, -1.520, 0.352], [7.868, -1.114, 0.871], [8.671, 1.198, 1.255], [7.074, 3.088, 1.111], [4.697, 2.672, 0.595], [0.810, 1.226, -5.640], [1.287, 1.234, -8.069], [2.152, -0.809, -9.165], [2.512, -2.861, -7.826], [1.997, -2.862, -5.403], [-1.083, -1.937, -5.438], [-2.876, -3.152, -3.849], [-3.570, -3.626, 1.327], [-2.583, -2.404, 3.481], [-4.971, -2.676, -0.660], [-6.651, -4.444, -1.041], [-5.952, -6.644, -1.936], [-3.564, -7.048, -2.461], [-1.895, -5.266, -2.076], [3.769, -0.066, -4.454], [5.135, 0.464, -2.192], [3.276, 5.557, 1.318], [3.147, 4.575, -0.184], [1.887, 3.319, 0.232], [1.473, 3.015, 1.862], [1.517, 2.821, -0.891], [0.499, 1.877, -0.955], [-0.080, 1.951, -2.171], [-1.327, 1.344, -2.344], [-2.162, 1.491, -3.489], [-3.439, 1.034, -3.441], [-3.918, 0.415, -2.253], [-3.058, 0.232, -1.214], [-1.764, 0.638, -1.248], [4.281, 5.979, 1.347], [2.541, 6.360, 1.330], [3.121, 4.904, 2.178], [0.369, 2.610, -2.906], [-1.768, 1.991, -4.365], [-4.094, 1.157, -4.294], [-4.943, 0.083, -2.166], [-3.371, -0.233, -0.291], [-1.984, 3.590, 0.919], [-1.778, 2.082, 1.860], [-2.946, 1.213, 1.479], [-2.290, 2.725, 3.466], [-1.447, 3.548, 4.203], [-1.829, 3.939, 5.478], [-3.040, 3.508, 6.009], [-3.873, 2.688, 5.260], [-3.499, 2.289, 3.982], [-3.037, 3.860, 0.987], [-1.697, 3.342, -0.103], [-1.322, 4.358, 1.314], [-0.497, 3.864, 3.785], [-1.177, 4.579, 6.060], [-3.327, 3.803, 7.011], [-4.816, 2.352, 5.673], [-4.107, 1.628, 3.379]], "lowdin_charge": [1.0519, -0.1024, -0.0886, -0.0362, -0.2021, -0.0031, -0.0727, -0.0950, -0.2520, -0.0209, -0.0316, -0.2615, -0.0681, -0.2086, -0.0331, -0.0926, -0.1052, -0.0750, -0.0204, -0.2229, 0.0577, -0.2361, -0.0703, -0.2099, -0.0197, -0.0834, -0.1025, -0.0864, -0.0305, -0.2440, 0.0063, -0.0026, -0.2418, 0.0655, -0.0815, -0.2270, 0.0096, 0.0184, -0.2366, 0.0582, -0.1974, -0.0394, -0.0850, -0.1031, -0.0859, -0.0322, 0.0104, 0.0118, 0.0416, 0.0934, 0.0961, 0.1242, 0.0917, 0.0979, 0.1170, 0.1186, 0.1209, 0.0945, 0.0923, 0.1002, 0.0579, 0.1166, 0.0988, 0.0945, 0.0974, 0.1241, 0.1120, 0.1116, 0.1069, 0.1154, 0.1196, 0.0985, 0.0942, 0.0975, 0.1229, 0.1106, 0.1123, -0.4752, 0.7730, -1.0854, 0.6061, -0.1102, -0.1353, -0.1431, -0.3093, -0.0426, -0.0904, -0.0732, -0.1492, -0.0254, 0.0155, 0.0199, -0.0367, 0.1223, 0.1049, 0.0957, 0.0915, 0.0951, -0.2270, 0.8785, -0.5323, -0.3955, -0.0909, -0.0852, -0.1029, -0.0853, -0.0823, 0.0624, 0.0388, 0.0441, 0.0704, 0.1005, 0.0948, 0.0988, 0.1030]}


Record 2
{"formula": "C59H45Cl5MoN3O4PTe", "method": "ωB97M-V with the def2-TZVPD basis set", "s2": 2.025, "spin_multiplicity": 3, "charge": 0, "e_tot_ev": -155625.4454, "lumo_ev": [-0.364, -0.676], "gap_ev": [6.79, 6.88], "species": ["Mo", "C", "C", "C", "C", "C", "O", "C", "C", "C", "C", "C", "C", "C", "O", "C", "C", "C", "N", "C", "C", "Te", "C", "C", "C", "C", "C", "C", "C", "C", "C", "C", "C", "C", "H", "H", "H", "H", "H", "H", "H", "H", "H", "H", "H", "H", "H", "H", "H", "H", "H", "H", "H", "H", "H", "H", "H", "H", "Cl", "C", "C", "Cl", "C", "Cl", "C", "O", "C", "O", "C", "Cl", "N", "P", "C", "C", "C", "C", "C", "C", "C", "C", "C", "C", "C", "C", "C", "C", "C", "C", "C", "N", "H", "H", "H", "H", "H", "H", "H", "H", "H", "H", "H", "H", "H", "H", "H", "Cl", "C", "C", "C", "C", "C", "C", "C", "H", "H", "H", "H", "H", "H"], "coordinates": [[-0.076, -0.632, 0.899], [-5.271, 2.572, -3.522], [-4.326, 1.805, -2.633], [-4.752, 1.163, -1.485], [-3.857, 0.528, -0.638], [-4.470, -0.279, 0.471], [-5.374, -1.040, 0.190], [-4.077, -0.117, 1.905], [-4.531, -1.068, 2.819], [-4.345, -0.880, 4.177], [-3.719, 0.273, 4.636], [-3.255, 1.216, 3.732], [-3.428, 1.018, 2.367], [-2.475, 0.495, -0.913], [-1.704, 0.027, 0.038], [-2.056, 0.944, -2.200], [-2.995, 1.637, -2.981], [-0.737, 0.654, -2.826], [0.193, 0.013, -2.238], [1.430, -0.237, -2.985], [2.387, -1.115, -2.211], [4.212, -1.403, -3.309], [3.140, -2.295, -4.907], [2.968, -1.630, -6.116], [2.200, -2.205, -7.121], [1.594, -3.436, -6.919], [1.752, -4.094, -5.706], [2.527, -3.528, -4.703], [-0.532, 1.099, -4.252], [-0.943, 0.285, -5.302], [-0.668, 0.645, -6.613], [0.010, 1.825, -6.885], [0.420, 2.641, -5.840], [0.153, 2.277, -4.528], [-6.248, 2.680, -3.053], [-5.411, 2.061, -4.477], [-4.883, 3.568, -3.740], [-5.805, 1.149, -1.226], [-5.046, -1.940, 2.441], [-4.710, -1.619, 4.879], [-3.605, 0.440, 5.700], [-2.773, 2.117, 4.089], [-3.091, 1.767, 1.661], [-2.671, 2.050, -3.924], [1.921, 0.711, -3.220], [1.200, -0.716, -3.940], [1.977, -2.107, -2.047], [2.659, -0.680, -1.249], [3.422, -0.660, -6.270], [2.068, -1.682, -8.060], [1.006, -3.888, -7.707], [1.274, -5.051, -5.540], [2.646, -4.046, -3.759], [-1.476, -0.633, -5.085], [-0.978, -0.002, -7.424], [0.221, 2.107, -7.909], [0.954, 3.560, -6.046], [0.479, 2.910, -3.709], [1.302, -7.208, -0.490], [1.387, -5.610, 0.152], [2.415, -5.253, 1.018], [3.628, -6.403, 1.444], [2.481, -3.950, 1.526], [3.785, -3.459, 2.545], [1.516, -3.017, 1.186], [1.525, -1.739, 1.559], [0.478, -3.377, 0.302], [-0.336, -2.399, -0.055], [0.421, -4.666, -0.207], [-0.841, -5.038, -1.325], [-0.366, -0.456, 4.061], [0.408, 0.545, 2.914], [-0.196, 2.219, 3.317], [-0.136, 2.665, 4.638], [-0.634, 3.910, 4.980], [-1.181, 4.733, 4.002], [-1.233, 4.302, 2.685], [-0.749, 3.045, 2.347], [2.086, 0.615, 3.610], [2.812, 1.806, 3.599], [4.112, 1.834, 4.076], [4.697, 0.673, 4.561], [3.974, -0.512, 4.588], [2.674, -0.546, 4.108], [-1.232, -1.432, 3.641], [-1.957, -2.197, 4.556], [-2.806, -3.171, 4.090], [-2.961, -3.328, 2.716], [-2.235, -2.525, 1.874], [-1.334, -1.614, 2.311], [-0.262, -0.333, 5.056], [0.323, 2.045, 5.401], [-0.585, 4.245, 6.008], [-1.567, 5.709, 4.268], [-1.658, 4.940, 1.921], [-0.805, 2.696, 1.326], [2.358, 2.713, 3.222], [4.670, 2.761, 4.053], [5.719, 0.691, 4.917], [4.426, -1.418, 4.970], [2.117, -1.472, 4.117], [-1.832, -2.014, 5.615], [-3.366, -3.784, 4.784], [-3.635, -4.063, 2.301], [-2.338, -2.602, 0.803], [6.189, 3.892, 0.808], [4.640, 3.114, 0.692], [3.493, 3.886, 0.597], [2.264, 3.259, 0.466], [2.159, 1.868, 0.447], [0.856, 1.205, 0.235], [3.332, 1.118, 0.569], [4.567, 1.730, 0.681], [3.564, 4.965, 0.604], [1.368, 3.861, 0.366], [1.071, 0.284, -0.352], [0.163, 1.824, -0.331], [3.271, 0.034, 0.581], [5.470, 1.141, 0.759]], "lowdin_charge": [1.5258, -0.0496, -0.2615, 0.0205, -0.0786, -0.2889, 0.1108, -0.1477, -0.0413, -0.0950, -0.0811, -0.0728, -0.0178, -0.2489, -0.2603, -0.0457, 0.0189, -0.2050, 0.0900, -0.2966, -0.4990, 1.2491, -0.5742, -0.1530, -0.0946, -0.0908, -0.0817, -0.1452, -0.2241, -0.0312, -0.0752, -0.0873, -0.0731, -0.0394, 0.0734, 0.0811, 0.0780, 0.1285, 0.1213, 0.1147, 0.1101, 0.0898, 0.1115, 0.1188, 0.1100, 0.1040, 0.0456, 0.0070, 0.0907, 0.1013, 0.1006, 0.1047, 0.0946, 0.1293, 0.1042, 0.1008, 0.1033, 0.1222, 0.6632, -0.7109, -0.7086, 0.6624, -0.6023, 0.7229, -0.3644, -0.2742, -0.3926, -0.2609, -0.6155, 0.7003, -0.0610, 1.0084, -0.3405, -0.1004, -0.0722, -0.0711, -0.0617, -0.1095, -0.3160, -0.0960, -0.0695, -0.0661, -0.0826, -0.1069, -0.3442, -0.0292, -0.0730, -0.0626, -0.0972, -0.0078, 0.1207, 0.1109, 0.1078, 0.1073, 0.1115, 0.0829, 0.1055, 0.1105, 0.1073, 0.1006, 0.0880, 0.1264, 0.1234, 0.1248, 0.1247, 0.6606, -0.6771, -0.1019, -0.0466, -0.2920, -0.2244, -0.0508, -0.0948, 0.1061, 0.1122, 0.0033, 0.0714, 0.1064, 0.1142]}